{"formula": "C19H23BrN5O8P2Ti", "method": "wB97M-V/def2-TZVPD", "elements": ["C", "H", "C", "O", "H", "N", "O", "H", "C", "H", "C", "H", "H", "C", "Br", "H", "C", "H", "H", "O", "C", "H", "H", "C", "O", "H", "O", "P", "Ti", "C", "C", "O", "C", "H", "C", "O", "H", "H", "H", "H", "H", "N", "O", "H", "C", "C", "C", "N", "H", "C", "P", "N", "H", "H", "H", "C", "C", "N", "C"], "coordinates": [[10.4981, 19.9141, 10.2447], [5.3320, 11.5215, 11.4457], [12.4285, 19.1381, 8.9490], [7.0639, 13.5514, 13.3239], [14.3721, 17.1003, 10.6910], [9.8791, 15.1675, 12.3549], [7.9134, 13.2036, 11.0135], [12.1293, 10.3870, 12.0592], [13.4108, 16.7102, 11.0380], [8.4812, 10.3656, 11.5232], [11.1015, 15.7075, 12.0211], [12.0855, 9.1603, 9.6451], [13.8331, 14.9037, 10.0934], [10.9936, 8.9140, 9.8247], [9.2030, 19.8086, 6.4236], [8.8897, 11.5013, 8.9416], [9.7340, 20.0098, 9.1369], [9.0728, 8.7309, 11.7235], [10.7302, 18.8672, 13.3459], [5.4607, 14.1324, 11.3903], [11.8427, 19.5683, 10.1685], [10.9634, 7.8598, 10.3693], [10.5408, 10.5630, 12.7704], [10.5271, 17.8767, 13.0531], [8.7736, 13.4777, 15.2340], [13.4902, 18.8245, 8.7774], [11.5571, 13.5685, 11.1262], [6.5826, 13.2421, 11.7922], [9.7592, 12.9740, 11.5552], [9.0406, 9.5440, 11.0491], [11.9211, 14.8679, 11.1948], [6.1557, 11.7037, 11.9776], [10.4002, 9.9448, 10.7295], [6.6779, 11.1991, 14.0985], [9.0643, 15.9258, 12.9817], [7.2173, 11.6262, 14.8064], [10.4601, 8.7312, 8.8902], [8.5527, 17.7014, 14.0623], [8.0905, 15.4855, 13.3072], [11.2094, 8.8887, 12.4187], [11.4464, 11.4556, 9.9039], [12.6996, 19.7556, 11.3868], [9.1790, 12.1558, 13.1321], [10.1659, 20.3306, 11.2025], [9.3226, 17.2319, 13.4397], [11.4115, 17.0568, 12.3247], [11.1186, 9.9853, 12.0739], [9.8890, 11.4583, 8.8028], [8.6944, 20.3471, 9.1013], [13.0722, 15.3887, 10.7275], [8.1714, 12.7353, 14.1703], [13.0807, 18.8124, 12.0151], [11.8498, 18.9352, 6.8300], [8.4435, 9.1914, 10.1170], [10.1045, 10.6409, 8.2324], [10.2811, 19.6757, 7.9391], [12.5931, 17.5261, 11.7397], [10.4657, 11.3288, 10.1137], [11.5888, 19.1999, 7.7997]], "lowdin_spin": [0.0001, 0.0000, 0.0000, 0.0006, -0.0001, -0.0007, 0.0172, 0.0002, -0.0008, 0.0000, 0.0027, 0.0000, 0.0001, 0.0005, 0.0000, 0.0002, 0.0000, 0.0000, 0.0003, 0.0003, 0.0000, 0.0002, 0.0016, 0.0058, 0.0006, 0.0000, -0.0072, 0.0034, 0.9375, 0.0002, -0.0006, 0.0006, 0.0022, 0.0000, 0.0042, -0.0005, 0.0000, -0.0002, 0.0001, 0.0006, 0.0006, 0.0000, 0.0160, 0.0000, -0.0015, 0.0001, 0.0039, 0.0035, 0.0000, 0.0002, 0.0022, 0.0000, 0.0000, 0.0000, 0.0002, 0.0000, 0.0002, 0.0056, 0.0000], "s_squared": 0.752, "fmax_ha_per_bohr": 0.081, "gap_ev": [7.77, 7.77], "de_lowest_kj_mol": 9.0, "spin_multiplicity": 2}



{"formula": "C5H14N2O", "method": "wB97M-V/def2-TZVPD", "elements": ["H", "H", "O", "H", "H", "H", "H", "H", "H", "H", "C", "H", "H", "N", "N", "C", "C", "H", "C", "H", "C", "H"], "coordinates": [[-0.7820, -0.3231, -2.1770], [1.1798, -0.8372, -0.8832], [-1.8614, -2.6336, -0.4913], [2.0666, 0.2480, -1.9251], [-1.0244, -2.4274, -0.0616], [-2.4195, -2.9346, 0.2326], [1.9445, 1.4625, 0.1931], [1.8851, -0.9726, 1.2608], [-0.9472, -0.4298, 1.7140], [1.5934, -0.0018, 2.7116], [-0.1070, 1.0610, 0.6278], [0.3290, 0.1499, -3.3153], [-1.9487, 1.7802, 1.3958], [-0.0535, -0.0946, 1.4049], [0.0584, 0.2031, -2.3490], [1.0167, 1.2471, -0.3517], [1.1323, -0.6675, 1.9881], [0.8311, -1.5572, 2.5325], [1.1314, 0.1380, -1.3844], [-1.1215, 2.8217, 0.1060], [-1.1297, 1.9195, 0.6987], [0.8364, 2.1761, -0.8945]], "lowdin_charge": [0.0621, 0.0918, -0.0590, 0.1094, 0.0133, 0.0334, 0.1143, 0.0699, 0.1128, 0.0771, -0.3947, 0.0601, 0.0505, -0.0639, 0.0115, -0.1704, -0.1084, 0.0799, -0.2876, 0.0501, 0.0399, 0.1079], "fmax_ha_per_bohr": 0.020, "gap_ev": 8.52, "de_lowest_kj_mol": 211.1, "smiles": "C=C(CCN)NC.O"}



Number 1: E -5720.04582 hartree. Number 2: E -383.62031 hartree.